{"formula": "C20H42O8", "method": "ωB97M-V with the def2-TZVPD basis set", "species": ["C", "C", "C", "C", "C", "C", "O", "C", "O", "O", "C", "C", "C", "O", "C", "C", "H", "H", "H", "H", "H", "H", "H", "H", "H", "H", "H", "H", "H", "H", "H", "H", "H", "H", "C", "C", "O", "H", "H", "H", "H", "H", "H", "C", "C", "O", "H", "H", "H", "H", "H", "H", "C", "C", "O", "H", "H", "H", "H", "H", "H", "C", "C", "O", "H", "H", "H", "H", "H", "H"], "coordinates": [[-3.052148, -3.817947, 1.478059], [-2.502888, -3.014417, 0.775915], [-1.883839, -2.100491, -0.188061], [-0.352395, -2.177503, -0.236281], [0.407098, -1.480615, 0.902189], [-0.265179, -0.246990, 1.485105], [0.799711, 0.440641, 2.253880], [1.362062, 1.373579, 1.482345], [2.339450, 2.006538, 1.738251], [0.671585, 1.492846, 0.315557], [-0.608466, 0.892934, 0.524200], [-1.612322, 1.851169, 1.174251], [-1.508902, 3.263725, 0.592147], [-1.371569, 3.255445, -0.813853], [-2.538804, 3.553291, -1.553985], [-2.160939, 4.376443, -2.776628], [-3.636805, -4.571846, 1.948631], [-2.259927, -1.091453, -0.007081], [-2.261106, -2.394877, -1.170868], [0.006137, -1.816777, -1.201283], [-0.113691, -3.241595, -0.217313], [0.643207, -2.161300, 1.718790], [1.366777, -1.137503, 0.509420], [-0.996510, -0.437404, 2.267341], [-0.972908, 0.562156, -0.444496], [-1.380229, 1.913251, 2.239518], [-2.608636, 1.437464, 1.005774], [-2.364793, 3.864924, 0.911826], [-0.614189, 3.738114, 1.002597], [-3.031696, 2.631648, -1.889373], [-3.261433, 4.117414, -0.955629], [-3.047836, 4.818074, -3.233836], [-1.488403, 5.181213, -2.481283], [-1.666857, 3.763200, -3.530066], [0.364272, -3.996003, -3.736606], [0.561732, -5.137493, -2.757670], [-0.499883, -5.181956, -1.806140], [0.298935, -3.051590, -3.204046], [1.190188, -3.933505, -4.445485], [-0.563772, -4.120853, -4.300728], [1.475984, -4.989331, -2.183712], [0.638775, -6.100016, -3.274503], [-1.325808, -5.326079, -2.277743], [-2.107484, -3.644017, 4.817073], [-0.940480, -2.797552, 4.354345], [-1.251290, -1.404994, 4.389823], [-2.975326, -3.434532, 4.190901], [-1.871982, -4.707377, 4.750369], [-2.381264, -3.421405, 5.851417], [-0.705258, -3.030302, 3.316834], [-0.048246, -2.990806, 4.959188], [-1.454053, -1.163054, 5.298229], [6.237311, 4.006919, 2.897554], [5.181532, 4.877600, 2.239515], [4.465215, 4.180300, 1.232733], [6.939035, 3.634497, 2.150353], [6.793115, 4.564326, 3.653985], [5.775473, 3.141676, 3.378326], [5.646093, 5.733173, 1.748951], [4.483306, 5.259716, 2.993906], [4.029033, 3.424590, 1.646105], [-0.239746, 1.254143, -4.710514], [0.411609, 0.213230, -3.820774], [0.682690, -1.001928, -4.519509], [-1.169148, 0.867590, -5.130605], [-0.458391, 2.164043, -4.149862], [0.417185, 1.515010, -5.543489], [-0.253020, -0.054678, -2.998769], [1.338325, 0.605542, -3.390663], [1.281787, -0.798237, -5.244550]], "forces_ev_per_angstrom": [[-0.1365, 0.0063, -0.3361], [-0.0031, -0.0606, 0.0272], [-0.0904, -0.1159, -0.0460], [0.0293, -0.3529, 0.3088], [-0.2338, 0.2147, -0.3288], [1.1127, 0.5404, 0.6597], [-0.1298, -0.0663, 0.1309], [0.0122, -0.0837, -0.5340], [0.0861, -0.0370, 0.2063], [0.0339, 0.3254, 0.3910], [-0.4836, -0.4390, 0.0422], [0.4370, 0.2910, -0.5224], [0.2840, -0.2367, 0.1971], [-0.2324, 0.1933, 0.0410], [-0.1175, 0.0973, -0.4869], [0.0083, -0.0338, 0.0543], [0.1522, 0.0569, 0.2276], [0.0487, 0.0101, -0.0054], [-0.0208, 0.0448, -0.0121], [-0.1429, 0.1969, 0.0167], [0.1222, 0.0358, -0.1377], [-0.1228, -0.0193, 0.0364], [0.0482, -0.1124, -0.0167], [-0.3671, -0.2434, -0.3867], [0.1529, 0.0110, -0.0665], [-0.3185, -0.0657, 0.0958], [-0.0401, -0.0565, 0.2520], [-0.0472, 0.0069, -0.0798], [0.0232, 0.0046, -0.1301], [-0.0416, -0.0528, 0.1625], [0.0866, -0.0398, 0.1636], [-0.0268, -0.0571, 0.0081], [0.0018, 0.0112, -0.0233], [0.0399, 0.0768, 0.0620], [-0.0035, -0.1645, 0.0847], [-0.2414, 0.1122, -0.1516], [0.0529, -0.0623, 0.1703], [0.0611, 0.0391, -0.0328], [-0.0069, 0.0288, -0.0165], [0.0351, -0.0443, -0.0428], [-0.0150, -0.0434, 0.0568], [0.0660, 0.0189, -0.0094], [0.0142, -0.0118, -0.0191], [-0.1209, 0.0216, -0.0145], [-0.0474, 0.0521, 0.1918], [0.0060, -0.0190, -0.1301], [0.0171, -0.0406, 0.0183], [0.0100, -0.0001, -0.0053], [0.0825, -0.0031, 0.0212], [-0.0050, 0.0429, -0.0103], [0.0087, -0.0527, -0.0400], [0.0144, 0.0099, 0.0067], [0.0201, -0.0246, -0.0438], [-0.1125, -0.1713, 0.0089], [0.1478, 0.0359, 0.0897], [0.0128, 0.0292, -0.0012], [-0.0087, -0.0041, 0.0087], [-0.0088, 0.0265, 0.0397], [-0.0223, 0.0161, -0.0129], [0.0622, 0.0717, 0.0285], [-0.1848, -0.0051, -0.1729], [-0.0559, -0.0729, -0.0388], [0.1461, 0.0457, -0.1432], [-0.0776, 0.1370, 0.0349], [-0.0202, 0.0035, 0.0248], [0.0704, -0.0539, -0.0044], [0.0255, 0.0450, 0.0306], [0.0087, -0.0387, 0.0144], [-0.0554, 0.0339, 0.0879], [0.0007, -0.0079, 0.0006]], "mulliken_charge": [-0.192, -0.874, -0.081, -0.154, -1.615, 0.389, -0.378, 0.402, -0.692, -0.403, 0.291, -0.921, -0.915, -0.284, -0.239, -1.000, 0.514, 0.086, 0.530, -0.268, 0.553, 0.489, 0.254, 0.654, 0.633, 0.482, 0.328, 0.471, 0.372, 0.225, 0.371, 0.396, 0.281, 0.090, -0.568, -0.369, -0.479, -0.025, 0.348, 0.299, 0.268, 0.322, 0.278, -1.173, 0.117, -0.480, 0.223, 0.313, 0.396, 0.047, 0.306, 0.279, -0.963, -0.198, -0.455, 0.253, 0.323, 0.297, 0.281, 0.245, 0.314, -0.791, 0.225, -0.467, 0.344, -0.103, 0.402, -0.157, 0.284, 0.273], "total_energy_ev": -37798.315, "smiles": "C#CCCC[C@H]1OC(=O)O[C@@H]1CCOCC.CCO.CCO.CCO.CCO", "charge": 0, "spin_multiplicity": 1, "orbital_gap_ev": 10.10}